Record 1
A molecular structure, C58H97Br2N15O7Si in a non-equilibrium geometry, computed with wB97M-V/def2-TZVPD.

Geometry (Å):
C: 3.64794 -4.13583 -0.17890
C: 2.83555 -4.56653 -1.45168
O: 2.26853 -3.42452 -2.06441
C: 3.16875 -2.75365 -2.93118
C: 3.47817 -1.27383 -2.52209
C: 2.48872 -0.68755 -1.50327
C: 1.02643 -0.66090 -2.07070
C: 0.50360 0.80456 -2.15157
C: -0.29452 1.35415 -0.92500
C: 0.62736 2.37256 -0.17894
O: 0.15343 3.72255 -0.36714
C: 1.15362 4.62169 -0.52798
C: 2.27004 4.71902 0.50853
O: 1.16738 5.31849 -1.46805
O: -1.44387 1.93284 -1.57464
C: -2.69151 1.87114 -0.89929
O: -2.62451 3.08309 -0.13411
C: -3.04312 4.31600 -0.66278
C: -2.49762 4.76948 -2.02575
O: -3.31890 4.45550 -3.14224
C: -2.58947 4.75464 -4.31055
C: -1.55628 3.65400 -4.70501
C: -3.82162 1.67964 -1.89253
Br: -5.55335 2.55235 -1.66493
C: -3.76013 0.88381 -2.94823
C: -2.57063 0.03814 -3.31898
Br: -5.24473 0.64794 -4.17134
C: -2.51592 0.83314 0.29762
O: -3.15626 -0.43114 0.41431
C: -4.47388 -0.73580 0.07020
C: -5.62476 0.01426 0.75404
Si: -2.62919 1.61618 2.08622
C: -2.61383 0.18537 3.35253
C: -4.23533 2.56217 2.41920
C: -1.18478 2.73694 2.57111
C: -1.02645 0.34922 0.00116
C: -0.17841 -0.35505 1.07527
C: -0.63671 -1.80159 1.42014
H: 3.14632 -4.53389 0.70825
H: 4.69365 -4.45751 -0.26964
H: 3.64639 -3.04511 -0.08228
H: 2.02542 -5.22322 -1.10840
H: 3.45949 -5.16044 -2.13565
H: 4.13237 -3.29181 -2.89688
H: 2.85253 -2.76930 -3.98311
H: 4.46899 -1.28042 -2.03738
H: 3.51458 -0.66900 -3.43575
H: 2.45367 -1.27235 -0.57371
H: 2.82294 0.32256 -1.22158
H: 0.40117 -1.34739 -1.49148
H: 1.04187 -1.04478 -3.10222
H: 1.37046 1.42459 -2.42051
H: -0.15282 0.87802 -3.02459
H: 0.73289 2.10449 0.88375
H: 1.65386 2.33940 -0.57069
H: 1.93893 4.35073 1.48710
H: 2.70359 5.71784 0.55252
H: 3.06160 4.03042 0.17048
H: -2.67041 5.08130 0.04004
H: -4.12870 4.51476 -0.65649
H: -2.43556 5.87764 -1.98462
H: -1.45662 4.42282 -2.10726
H: -2.03840 5.70551 -4.19882
H: -3.25836 4.89034 -5.17283
H: -1.55986 3.41458 -5.77344
H: -0.55069 4.04302 -4.47223
H: -1.66336 2.76812 -4.06664
H: -1.86928 -0.16771 -2.51478
H: -2.87957 -0.89003 -3.81650
H: -2.00180 0.58788 -4.09002
H: -4.66282 -0.71040 -1.01978
H: -4.63950 -1.79736 0.31774
H: -5.62654 -0.18313 1.83959
H: -5.61344 1.10261 0.63995
H: -6.60427 -0.33346 0.39580
H: -3.09869 0.56719 4.26869
H: -1.58363 -0.06002 3.63559
H: -3.20004 -0.67800 3.02808
H: -4.02014 3.27624 3.23520
H: -5.01409 1.89648 2.80445
H: -4.56935 3.17326 1.57039
H: -0.24535 2.23407 2.83370
H: -1.49947 3.27340 3.48706
H: -0.97021 3.53626 1.84494
H: -1.26575 -0.50580 -0.66077
H: 0.80946 -0.51683 0.60546
H: 0.04598 0.21371 1.98615
H: -0.59430 -2.35553 0.46418
H: -1.67384 -1.85645 1.75197
H: 0.07646 -2.28369 2.09661
C: 3.31339 -7.02917 3.57375
C: 2.51327 -5.82643 3.31374
N: 1.89183 -4.89306 3.11396
H: 3.40927 -7.18519 4.64154
H: 2.82782 -7.89793 3.13019
H: 4.30474 -6.91624 3.13936
C: -1.89628 9.52267 -1.66206
C: -3.07495 9.02946 -0.94277
N: -3.98970 8.65566 -0.37727
H: -1.81706 10.60143 -1.53544
H: -0.99821 9.05058 -1.26739
H: -1.98149 9.29207 -2.72266
C: 7.26969 -6.58392 4.97253
C: 6.01845 -7.09428 5.54806
N: 5.05000 -7.49355 5.99245
H: 7.27297 -5.49589 4.99934
H: 8.11871 -6.95193 5.54263
H: 7.36618 -6.91272 3.93950
C: 4.75959 -0.23574 -6.99931
C: 3.53654 -0.73521 -6.35854
N: 2.58873 -1.12184 -5.86183
H: 4.78041 0.85158 -6.95664
H: 5.63334 -0.63016 -6.48374
H: 4.78598 -0.55272 -8.04009
C: -3.17788 -3.74647 -5.32683
C: -2.50680 -4.80308 -6.09556
N: -1.98702 -5.62158 -6.69065
H: -3.26244 -2.84534 -5.93192
H: -4.17422 -4.07553 -5.03761
H: -2.60322 -3.52107 -4.42992
C: 2.59146 -10.84821 6.41186
C: 2.97986 -10.85262 4.99607
N: 3.27619 -10.85224 3.89680
H: 2.43823 -9.82521 6.74940
H: 1.66735 -11.40750 6.54263
H: 3.37673 -11.30797 7.00957
C: 0.11845 -9.41500 2.37744
C: -0.11500 -9.65148 3.80702
N: -0.30261 -9.83224 4.91380
H: 0.26887 -8.35094 2.19870
H: 1.00443 -9.96168 2.05623
H: -0.74068 -9.75510 1.80230
C: -5.50425 3.06856 -6.87601
C: -5.12712 3.13885 -8.29436
N: -4.83452 3.19188 -9.39324
H: -5.68014 4.07128 -6.48968
H: -6.41270 2.47889 -6.76232
H: -4.70559 2.60231 -6.30321
C: -9.02633 0.52267 -8.76157
C: -8.59844 0.50108 -7.35673
N: -8.26524 0.48524 -6.26856
H: -9.89296 -0.12246 -8.89275
H: -9.28987 1.53815 -9.05107
H: -8.21762 0.16903 -9.39840
C: -0.82278 -5.22436 5.13877
C: -1.62278 -4.02162 4.87870
N: -2.24336 -3.08912 4.67834
H: -0.72575 -5.37953 6.21206
H: -1.30790 -6.09357 4.69726
H: 0.16821 -5.11023 4.70308
C: -3.67524 11.70088 2.14319
C: -2.53797 12.06675 1.29057
N: -1.65455 12.35881 0.63500
H: -3.69218 10.62337 2.29778
H: -3.58464 12.20112 3.10644
H: -4.60585 12.00627 1.66918
C: -2.96648 6.09905 4.59164
C: -4.20066 5.57885 5.19473
N: -5.15674 5.17176 5.65770
H: -2.97413 7.18719 4.61595
H: -2.10314 5.73550 5.14621
H: -2.89268 5.76530 3.55737
C: 10.03235 -9.58025 4.29527
C: 10.23172 -8.13431 4.13012
N: 10.40066 -7.01730 3.99784
H: 10.57490 -10.11727 3.51948
H: 10.40048 -9.89377 5.27035
H: 8.97224 -9.81822 4.21996
C: -1.21139 15.44298 3.45629
C: -2.45410 14.91599 4.03495
N: -3.41618 14.50311 4.48172
H: -1.22373 16.53089 3.48510
H: -0.35739 15.08025 4.02502
H: -1.11805 15.11291 2.42275
C: 14.09608 -6.87876 2.67941
C: 14.66957 -8.22283 2.82605
N: 15.11393 -9.26412 2.94029
H: 14.11253 -6.58149 1.63256
H: 13.06604 -6.87573 3.03401
H: 14.67412 -6.16374 3.26168

Atoms 1-6, force components in eV/Å:
C -0.16 -0.28 -0.68
C 0.23 0.28 1.27
O -0.18 -0.29 -0.61
C 1.00 0.42 -0.06
C 0.07 -0.71 0.87
C -0.77 -0.39 -0.31

Values from the calculation:
* energy: -246357.9133 eV
* max |F|: 0.0573 hartree/bohr
* HOMO energy: -8.5 eV
* orbital gap: 8.6 eV

***

Record 2
10 unconnected molecules or ions with the total composition C59H115F2N12O9S2 in a non-equilibrium geometry, computed with wB97M-V/def2-TZVPD.

Geometry (Å):
C: 0.03648 0.80933 0.75313
C: 1.14321 0.24397 0.22717
C: 1.08219 -0.78557 -0.84003
O: 2.13772 -1.29078 -1.44943
C: -0.10922 -1.28538 -1.27027
C: -1.42152 -0.71873 -0.87898
C: -1.32125 0.50279 0.24925
O: -2.34475 1.06775 0.62164
O: -2.49050 -1.12665 -1.27540
O: 2.23437 0.51440 0.90969
H: 0.04286 1.49089 1.59088
H: -0.17519 -2.02606 -2.05350
C: -5.08602 -2.07388 1.12486
C: -5.10648 -3.47884 1.61052
N: -4.00823 -4.38645 1.22336
C: -3.71499 -5.55025 1.89927
C: -2.61073 -6.08143 1.28862
N: -2.34091 -5.36702 0.14785
C: -3.13145 -4.23361 0.18030
C: -1.27403 -5.57924 -0.74980
H: -5.94973 -1.46176 1.38449
H: -4.99575 -2.00296 0.04092
H: -4.20409 -1.56762 1.51731
H: -6.08254 -3.92192 1.41283
H: -5.16311 -3.55598 2.69631
H: -4.28485 -5.88456 2.75361
H: -1.89506 -6.81000 1.63991
H: -3.00069 -3.45272 -0.55421
H: -1.58115 -5.91616 -1.73989
H: -0.63360 -6.35976 -0.33902
H: -0.79199 -4.61245 -0.89488
C: 4.10588 -4.67513 -1.57053
C: 3.80012 -5.05008 -0.09430
N: 4.29785 -4.10983 0.95598
C: 4.99290 -4.44706 2.16186
C: 5.50106 -3.26541 2.75283
N: 5.04052 -2.17018 1.96507
C: 4.40811 -2.71675 0.83150
C: 5.28224 -0.76306 2.11747
H: 5.05762 -4.30802 -1.95461
H: 3.36872 -3.91569 -1.83121
H: 3.75672 -5.55568 -2.10980
H: 4.32827 -5.96935 0.15889
H: 2.76139 -5.35189 0.04009
H: 5.03601 -5.48478 2.45795
H: 6.08395 -3.15092 3.65479
H: 3.91428 -2.24592 -0.00566
H: 4.40868 -0.28029 2.55556
H: 5.52773 -0.37616 1.12846
H: 6.09422 -0.52426 2.80432
C: -2.05164 4.24034 -2.61111
C: -0.73068 4.31012 -3.45204
N: -0.28892 2.95766 -3.88008
C: -0.13216 1.84845 -3.07411
C: 0.41595 0.84597 -3.86436
N: 0.30778 1.20652 -5.19571
C: -0.05787 2.54150 -5.23864
C: 0.53325 0.29634 -6.32790
H: -1.98564 3.57666 -1.74898
H: -2.91621 3.87838 -3.16752
H: -2.38141 5.17947 -2.16682
H: 0.06604 4.86039 -2.95151
H: -0.96291 4.92204 -4.32366
H: -0.34506 1.96925 -2.02222
H: 0.73653 -0.15561 -3.61846
H: -0.37706 3.14136 -6.07809
H: 1.59313 0.28587 -6.58213
H: 0.10221 0.57524 -7.28942
H: 0.27679 -0.70641 -5.98611
C: 4.72762 5.98885 5.36306
C: 3.90353 5.52009 4.18182
O: 2.92562 6.14646 3.74047
N: 4.39868 4.25569 3.47543
H: 4.93433 4.59394 2.68881
H: 5.06522 3.67426 3.96306
C: 3.16914 3.47337 2.91645
H: 4.19152 6.84804 5.76618
H: 5.70420 6.30099 4.99299
H: 4.85768 5.20399 6.10817
H: 2.85667 4.00641 2.01849
H: 2.50398 3.36990 3.77374
H: 3.54114 2.53872 2.49676
C: -2.92843 0.21369 -5.67275
C: -4.16089 0.00470 -4.77911
C: -4.05659 0.86163 -3.45523
N: -5.39175 0.72303 -2.65722
C: -5.88110 -0.72828 -2.67581
C: -6.56826 1.69607 -3.09942
C: -6.87726 2.55148 -1.81887
C: -6.34509 1.75673 -0.65923
C: -5.02649 1.12498 -1.19574
H: -3.06468 1.12652 -6.25264
H: -2.57234 -0.60437 -6.29891
H: -2.07272 0.40897 -5.02644
H: -4.13843 -1.03130 -4.44104
H: -5.05420 0.31741 -5.31977
H: -3.84063 1.91056 -3.65824
H: -3.23706 0.43833 -2.87445
H: -6.75735 -0.78112 -2.02967
H: -4.97109 -1.28260 -2.44622
H: -6.32056 -0.98461 -3.63979
H: -7.42221 1.08897 -3.39993
H: -6.30680 2.22651 -4.01505
H: -7.95424 2.63327 -1.67214
H: -6.43772 3.54458 -1.91189
H: -6.97894 0.92538 -0.35069
H: -6.10527 2.32049 0.24231
H: -4.65549 0.23400 -0.68916
H: -4.21233 1.84872 -1.23378
C: 0.63018 0.78266 6.75658
C: 0.79577 -0.24870 5.67853
C: -0.47982 -0.94445 5.16158
N: -0.26509 -2.22245 4.24794
C: -0.27341 -3.48080 5.05661
C: 1.05864 -2.15940 3.45901
C: 0.99087 -2.97465 2.17894
C: -0.48885 -3.18169 1.93087
C: -1.24456 -2.37748 3.01891
H: 0.54661 1.73759 6.23772
H: 1.47595 0.84854 7.44100
H: -0.26258 0.64893 7.36748
H: 1.50170 -0.97735 6.07708
H: 1.43978 0.23822 4.94623
H: -0.94888 -0.22495 4.49046
H: -1.06511 -1.21325 6.04094
H: -1.16624 -3.53167 5.67981
H: 0.59304 -3.46458 5.71775
H: -0.30837 -4.37731 4.43762
H: 1.98231 -2.27173 4.02675
H: 1.01900 -1.14481 3.06262
H: 1.65596 -3.83497 2.25384
H: 1.47169 -2.40648 1.38264
H: -0.56773 -4.25082 2.12793
H: -0.81610 -3.06813 0.89737
H: -2.11649 -2.92496 3.37684
H: -1.59679 -1.42595 2.62063
C: 9.42870 1.84831 -3.12965
C: 7.89409 1.64793 -2.79177
C: 7.30278 0.37947 -3.37604
N: 5.84080 0.29586 -3.25760
C: 5.29056 0.57516 -1.79603
C: 5.22084 -1.06093 -3.73808
C: 4.86994 -1.08897 -5.19484
C: 5.02141 0.39812 -5.61079
C: 5.02972 1.14626 -4.21288
H: 9.50539 2.30083 -4.11831
H: 9.98180 0.91047 -3.07847
H: 9.81833 2.65188 -2.50469
H: 7.49464 2.60213 -3.13533
H: 7.63921 1.71118 -1.73388
H: 7.67651 -0.46175 -2.79227
H: 7.52308 0.29901 -4.44051
H: 5.86815 -0.19534 -1.28533
H: 4.22059 0.37242 -1.84264
H: 5.49248 1.64302 -1.71236
H: 4.27405 -1.14371 -3.20438
H: 5.87401 -1.86520 -3.39953
H: 3.84024 -1.40001 -5.37108
H: 5.53241 -1.74468 -5.75989
H: 4.14521 0.69880 -6.18522
H: 5.95157 0.59617 -6.14341
H: 4.00182 1.27890 -3.87533
H: 5.42003 2.16331 -4.24988
C: -0.71761 4.69667 1.89506
C: -2.15266 4.24340 2.30879
C: -2.21589 3.14991 3.39618
N: -3.68340 2.87951 3.88101
C: -4.62587 2.50647 2.76822
C: -4.29217 4.14122 4.54047
C: -5.27913 3.60200 5.65657
C: -5.05799 2.03967 5.78730
C: -3.72287 1.86040 4.97958
H: -0.36626 5.46068 2.58856
H: -0.80198 5.10643 0.88854
H: -0.02974 3.85594 1.80501
H: -2.63395 3.91081 1.38909
H: -2.70658 5.12282 2.63724
H: -1.74308 3.39975 4.34598
H: -1.80671 2.17852 3.11853
H: -4.45583 3.24612 1.98585
H: -5.62794 2.52630 3.19667
H: -4.44670 1.49844 2.39420
H: -4.67561 4.77945 3.74440
H: -3.44033 4.62321 5.02022
H: -6.33190 3.72500 5.40231
H: -5.01318 4.04567 6.61601
H: -5.88453 1.55439 5.26823
H: -5.09181 1.72915 6.83159
H: -3.64563 0.85057 4.57661
H: -2.87485 1.94704 5.65888
N: -0.69058 -4.84746 -4.71091
S: 0.44590 -4.03175 -4.12346
O: 0.79110 -4.39159 -2.74561
O: 0.91051 -2.76935 -4.72982
F: 1.44351 -5.04222 -4.85186
S: -1.88668 -3.76577 -4.29289
O: -1.86567 -2.41183 -4.79494
O: -2.57835 -3.94982 -3.01454
F: -2.93453 -4.55458 -5.27067

Atoms 1-6, force components in eV/Å:
C -5.33 -0.24 -1.21
C 2.62 -0.87 1.19
C 2.15 -0.30 -0.89
O 0.95 0.83 1.12
C -4.31 1.19 0.57
C 5.15 2.04 2.74

Values from the calculation:
* multiplicity: 2
* energy: -126418.4412 eV
* max |F|: 0.1760 hartree/bohr
* total charge: +4
* HOMO energy (spin up / spin down): -10.1 / -12.3 eV
* orbital gap (spin up / spin down): 2.0 / 4.2 eV